[1]
Formula: C4H9O2
Source: the OMol25 dataset
Level of theory: ωB97M-V/def2-TZVPD

Cartesian coordinates (Å):
H (-1.953, 0.731, -0.435)
H (-0.108, -1.785, 2.351)
H (-0.595, 1.440, 0.535)
O (1.321, 1.063, -1.163)
C (-0.910, 0.636, -0.179)
C (-0.076, 0.817, -1.484)
O (0.937, -0.924, 0.347)
H (-0.537, 0.057, 2.480)
C (-0.732, -0.875, 1.934)
H (-0.297, 1.702, -2.071)
H (-0.999, -1.561, -0.114)
H (-1.692, -1.012, 2.246)
H (1.374, 0.395, -0.454)
C (-0.479, -0.736, 0.405)
H (-0.084, -0.127, -2.070)

The spin multiplicity is 1. The SMILES is C[C@H]([O-])CCO. Its net charge is -1.

[2]
Formula: C3H5N3
Source: the OMol25 dataset
Level of theory: ωB97M-V/def2-TZVPD

Cartesian coordinates (Å):
H (2.711, -0.482, 0.064)
N (-0.638, 0.295, -0.733)
C (-1.742, -0.331, -0.038)
H (-1.419, -1.269, 0.425)
N (1.103, -1.978, 0.420)
C (1.966, -1.234, 0.239)
C (0.268, 0.982, -0.329)
H (-2.150, 0.331, 0.732)
H (-2.519, -0.544, -0.772)
H (1.130, 2.615, 0.019)
N (1.291, 1.615, -0.028)

The spin multiplicity is 1. The SMILES is CN=C=N.C#N.

[3]
Formula: C3H3ClO2S
Source: the OMol25 dataset
Level of theory: ωB97M-V/def2-TZVPD

Cartesian coordinates (Å):
H (-1.286, -2.070, 0.996)
O (-1.026, 0.729, -1.551)
H (1.428, -1.433, -0.607)
C (0.127, -0.186, 0.649)
Cl (-1.961, 3.449, -0.534)
C (-0.441, -1.348, 0.859)
C (1.081, -1.295, 0.397)
O (0.749, 2.315, -0.711)
S (-0.473, 1.582, -0.508)
H (1.801, -1.742, 1.011)

The spin multiplicity is 1. The SMILES is O=S(=O)(Cl)C1=CC1.

[4]
Formula: C60H160O20
Source: the OMol25 dataset
Level of theory: ωB97M-V/def2-TZVPD

Cartesian coordinates (Å):
C (-0.794, 10.317, -29.042)
C (-4.209, 0.687, -21.939)
C (0.571, 7.315, -25.733)
H (-7.095, 7.926, -15.919)
C (-3.810, 10.607, -23.992)
H (-6.159, 8.690, -29.369)
C (1.482, 9.607, -25.086)
H (1.761, 4.865, -29.057)
H (1.208, 7.081, -22.424)
H (-2.951, 6.753, -20.416)
H (2.386, 3.149, -25.700)
H (-1.932, 11.722, -16.087)
O (-4.219, 11.951, -23.860)
C (-9.275, 5.382, -18.225)
H (-5.101, 5.686, -21.737)
H (-6.860, 7.968, -26.424)
H (-1.729, 6.116, -23.694)
H (0.533, 4.096, -14.690)
H (0.404, 6.713, -26.626)
H (1.182, 2.141, -27.625)
O (-1.066, 12.475, -17.665)
O (-3.040, 4.212, -30.304)
H (-3.159, 5.897, -24.732)
H (0.028, 10.429, -31.853)
H (-0.881, 12.509, -21.024)
H (-4.876, 7.639, -30.080)
H (-5.995, -2.170, -23.188)
C (-3.472, 3.008, -29.670)
H (-10.003, 6.163, -18.445)
H (-6.336, 2.453, -18.130)
C (-8.737, 8.424, -20.342)
H (-10.482, 9.455, -24.731)
C (1.840, 2.986, -27.832)
C (-3.110, 11.105, -17.751)
C (-5.154, 7.720, -14.050)
H (-2.725, 7.484, -24.193)
C (-2.753, 6.440, -23.879)
H (-6.162, -0.260, -21.756)
H (-4.478, 8.757, -24.814)
O (-8.209, 8.405, -24.006)
O (-7.334, 2.626, -22.259)
H (-9.120, 3.091, -24.243)
H (-0.668, 4.871, -22.135)
H (-8.126, 7.458, -23.872)
H (2.490, 7.847, -19.839)
H (-10.537, 7.935, -25.405)
H (-1.721, 7.072, -21.471)
O (-0.578, 12.123, -20.199)
H (-2.193, 11.704, -30.085)
H (-5.558, 9.981, -20.940)
C (-10.073, 5.527, -15.796)
H (-7.735, 10.142, -19.572)
O (-6.149, 5.478, -14.669)
H (-4.879, 4.011, -28.389)
H (0.248, 4.111, -28.809)
H (-4.516, 1.701, -21.683)
H (-5.438, 4.662, -18.888)
H (-2.009, -1.245, -26.652)
H (-3.193, 0.594, -27.443)
H (-3.656, 2.709, -26.069)
H (1.025, 6.107, -15.112)
H (-10.627, 4.966, -15.043)
H (-0.384, 10.036, -18.233)
H (-2.767, 2.849, -28.855)
C (-8.144, 3.566, -24.342)
H (-5.766, 8.425, -20.141)
H (-7.659, 4.860, -21.097)
H (-5.112, 10.199, -25.602)
H (-8.275, 5.793, -18.364)
H (-3.783, 10.642, -17.030)
H (-5.779, 7.627, -16.977)
H (-8.669, 7.764, -21.206)
H (-3.795, 2.877, -17.764)
H (-7.922, 9.677, -25.497)
H (-3.605, 11.946, -18.237)
O (3.071, 2.519, -28.143)
C (-3.517, 1.722, -25.627)
H (-6.220, 8.477, -21.786)
C (2.359, 7.060, -20.582)
C (-9.635, 4.591, -16.983)
H (-4.520, 1.297, -25.591)
C (-6.191, 9.095, -20.888)
H (2.279, 4.718, -26.594)
C (-10.026, 8.888, -25.542)
H (1.960, 12.687, -19.722)
C (-0.333, 4.888, -16.236)
H (-4.508, 8.568, -14.277)
H (-0.068, 4.049, -16.881)
H (0.024, 11.986, -30.926)
H (-4.956, 8.722, -27.106)
C (1.487, 7.709, -21.578)
H (-9.168, 4.456, -21.924)
H (-0.411, 7.448, -25.279)
H (-5.047, 11.997, -23.377)
H (1.824, 10.518, -25.578)
C (0.858, 5.827, -16.152)
H (1.846, 5.482, -16.456)
H (1.264, 3.363, -29.959)
H (-0.922, 12.179, -18.567)
H (-6.124, 8.177, -13.854)
H (-1.190, 11.578, -32.184)
H (0.283, 2.501, -23.812)
C (-4.883, 9.753, -24.634)
H (-3.131, 5.068, -22.288)
C (1.870, 3.714, -26.477)
H (-5.814, 9.667, -24.074)
H (-4.146, 2.118, -31.510)
C (-0.596, 2.795, -21.120)
C (0.873, 11.223, -22.066)
H (-2.504, 7.607, -28.660)
H (-2.626, 11.048, -25.749)
H (4.014, 7.372, -21.831)
O (-6.018, 0.497, -23.604)
C (-0.172, 3.901, -22.176)
H (-2.132, -0.748, -24.889)
H (-2.441, 1.899, -31.283)
H (-3.622, 0.907, -30.338)
H (-5.637, 7.094, -28.836)
C (-5.065, -1.643, -22.971)
C (-3.371, 6.112, -22.492)
H (-10.501, 3.941, -17.109)
H (-8.448, 7.808, -19.491)
H (0.696, 6.707, -16.775)
C (-7.925, 7.742, -26.359)
H (-1.287, 3.441, -23.736)
C (-4.882, 3.178, -29.093)
H (-10.823, 6.284, -16.025)
O (-3.934, 9.885, -28.543)
C (-1.596, 10.819, -30.305)
H (4.477, 6.216, -20.606)
H (-2.644, 7.898, -27.011)
C (-6.403, 7.143, -16.226)
H (-4.700, 7.279, -13.162)
C (-2.811, 7.067, -21.450)
C (1.595, 11.677, -19.534)
H (-1.640, 2.551, -21.315)
H (-1.457, 9.895, -28.286)
O (-4.878, 3.907, -20.736)
C (-8.146, 4.807, -22.071)
H (-8.277, 7.761, -27.391)
H (1.729, 10.552, -22.137)
H (0.044, 10.919, -22.705)
H (3.413, 2.148, -27.327)
C (-7.421, 3.796, -23.021)
C (-3.394, 1.888, -30.755)
C (-2.664, 0.712, -26.497)
C (1.117, 8.605, -26.289)
H (-3.081, 10.316, -18.502)
O (-2.243, 9.707, -30.854)
H (-2.131, 9.487, -25.142)
H (-5.311, 2.313, -28.587)
C (3.656, 6.518, -21.256)
H (-0.473, 3.105, -20.083)
H (-2.405, 4.959, -16.942)
C (-5.408, -0.131, -22.532)
H (-5.687, 1.754, -19.571)
H (-3.332, 9.576, -29.223)
O (-7.993, 10.286, -21.524)
C (-3.670, 3.315, -18.755)
H (0.058, 9.670, -29.251)
C (0.545, 11.329, -20.582)
H (2.536, 5.441, -19.512)
H (1.981, 8.547, -22.071)
H (-4.492, -2.124, -22.179)
H (-9.783, 8.724, -20.410)
C (-1.634, 5.651, -16.602)
H (0.120, 10.351, -20.356)
H (0.659, 9.787, -24.394)
H (-3.293, 2.515, -19.392)
H (-2.028, 6.210, -15.754)
H (-9.218, 6.052, -15.372)
H (-10.453, 9.369, -26.423)
H (-1.153, 1.029, -27.685)
O (-1.385, 1.231, -26.776)
H (-0.115, 1.835, -21.309)
C (-5.015, 3.761, -19.333)
H (-6.993, 2.850, -19.732)
H (-9.441, 4.686, -19.047)
H (-3.529, -1.148, -25.915)
H (1.049, 12.224, -22.461)
H (-4.484, -1.792, -23.880)
C (-6.078, 2.686, -19.163)
H (-0.181, 11.159, -28.723)
H (0.572, 8.089, -21.125)
H (-7.987, 6.746, -25.922)
C (-3.261, 7.665, -27.878)
H (-6.775, 5.184, -15.336)
H (0.020, 10.246, -16.497)
O (2.330, 8.331, -26.983)
C (-7.684, 9.549, -20.486)
H (-3.802, 0.216, -21.044)
O (1.826, 5.902, -19.966)
C (-0.207, 3.448, -23.587)
H (-7.647, 2.868, -25.016)
C (-5.285, 8.071, -29.167)
O (-8.513, 3.774, -16.651)
H (0.844, 3.745, -26.111)
H (-3.151, 1.857, -24.609)
O (-4.754, 6.288, -22.400)
H (2.447, 11.001, -19.465)
H (-2.908, 4.080, -18.899)
H (0.478, 9.168, -26.969)
H (-3.200, 8.085, -21.430)
C (-2.547, -0.676, -25.894)
C (-8.500, 8.761, -25.375)
H (-6.951, 6.378, -16.777)
H (-3.476, 10.288, -23.005)
C (-1.782, 11.363, -17.105)
H (-5.684, 3.543, -21.110)
C (-2.487, 10.471, -24.834)
H (-3.396, 0.807, -22.655)
H (-8.654, 3.195, -15.898)
H (-7.172, 1.898, -22.864)
H (1.322, 6.961, -25.027)
H (3.468, 5.742, -21.998)
H (-5.534, 3.504, -29.903)
H (2.249, 9.074, -24.525)
H (-1.603, 10.882, -24.347)
H (-8.156, 4.433, -25.003)
H (-1.426, 6.319, -17.437)
H (-6.398, 4.071, -23.279)
C (-0.785, 10.156, -17.227)
H (1.153, 11.880, -18.558)
H (-6.544, -0.210, -23.984)
C (-0.580, 11.193, -31.367)
H (-1.749, 9.297, -31.568)
O (-0.364, 4.257, -14.990)
C (1.296, 3.881, -29.001)
H (-3.482, 4.188, -31.156)
C (-5.476, 6.648, -15.169)
C (-4.380, 8.661, -28.029)
H (-3.731, 6.719, -27.608)
H (2.958, 8.028, -26.324)
H (-8.007, 9.666, -22.257)
O (1.142, 4.190, -21.968)
H (-8.234, 5.787, -22.540)
H (0.114, 4.306, -24.177)
H (1.234, 5.038, -21.528)
H (-1.208, 9.155, -17.144)
H (-4.593, 6.250, -15.669)

The spin multiplicity is 1.

Computed values of frontier orbital gap (unit: eV) for the preceding records, in sequence: 7.298; 10.907; 6.892; 9.483.
Computed values of ΔE to the lowest compared entry with this formula, charge and spin (unit: kJ/mol) for the preceding records, in sequence: 221.43; 167.74; 585.65; 765.95.